Record 1
{
  "formula": "C21H60ClF3N7O14S",
  "method": "the ωB97M-V functional and the def2-TZVPD basis",
  "multiplicity": 1,
  "energy_ha": -3430.3087,
  "e_lumo_ev": -1.64,
  "total_charge": 1,
  "fmax_ev_per_a": 3.10,
  "homo_lumo_gap_ev": 9.73,
  "species": ["C", "C", "C", "O", "C", "N", "H", "H", "H", "H", "H", "H", "H", "H", "H", "H", "H", "H", "C", "C", "C", "O", "C", "N", "H", "H", "H", "H", "H", "H", "H", "H", "H", "H", "H", "H", "C", "C", "C", "O", "C", "N", "H", "H", "H", "H", "H", "H", "H", "H", "H", "H", "H", "H", "C", "C", "C", "O", "C", "N", "H", "H", "H", "H", "H", "H", "H", "H", "H", "H", "H", "H", "C", "C", "C", "O", "C", "N", "H", "H", "H", "H", "H", "H", "H", "H", "H", "H", "H", "H", "C", "F", "F", "F", "S", "O", "O", "O", "Cl", "N", "O", "O", "O", "N", "O", "O", "O"],
  "xyz": [[12.669, 15.272, 15.301], [12.015, 15.710, 16.598], [12.862, 16.806, 17.215], [13.228, 17.578, 16.115], [14.056, 18.713, 16.440], [10.641, 16.266, 16.283], [10.530, 17.008, 16.955], [10.615, 16.665, 15.345], [9.945, 15.592, 16.457], [12.425, 15.920, 14.463], [12.274, 14.302, 15.030], [13.790, 15.298, 15.444], [11.754, 14.884, 17.218], [13.679, 16.378, 17.769], [12.291, 17.307, 17.990], [14.739, 18.517, 17.248], [13.389, 19.553, 16.712], [14.613, 18.949, 15.541], [12.672, 8.646, 14.342], [11.379, 8.785, 13.627], [10.273, 7.966, 14.225], [9.076, 8.327, 13.560], [7.992, 7.547, 13.988], [10.838, 10.189, 13.692], [10.891, 10.595, 14.635], [11.341, 10.866, 13.125], [9.891, 10.139, 13.330], [12.835, 7.564, 14.563], [12.650, 9.198, 15.283], [13.553, 9.069, 13.823], [11.416, 8.556, 12.566], [10.183, 8.210, 15.313], [10.367, 6.880, 14.162], [8.196, 6.478, 13.914], [7.167, 7.766, 13.330], [7.778, 7.845, 15.002], [9.680, 12.899, 8.270], [10.593, 14.085, 7.966], [10.169, 15.523, 8.447], [11.253, 16.341, 8.027], [11.096, 17.718, 8.387], [11.932, 13.923, 8.673], [12.512, 14.766, 8.470], [11.796, 13.695, 9.679], [12.407, 13.074, 8.389], [8.733, 13.274, 7.925], [9.542, 12.741, 9.351], [9.935, 11.966, 7.717], [10.843, 14.120, 6.881], [9.961, 15.548, 9.506], [9.224, 15.739, 7.919], [10.125, 18.027, 8.046], [11.909, 18.208, 7.872], [11.157, 17.854, 9.466], [7.074, 11.380, 18.488], [7.992, 11.030, 19.656], [8.316, 9.546, 19.504], [7.087, 8.865, 19.425], [7.019, 7.774, 18.545], [9.199, 11.889, 19.594], [9.073, 12.710, 18.919], [9.607, 12.187, 20.488], [9.951, 11.382, 19.058], [6.139, 10.874, 18.677], [7.506, 10.994, 17.562], [6.831, 12.433, 18.310], [7.429, 11.241, 20.567], [9.005, 9.205, 20.266], [8.961, 9.438, 18.612], [7.615, 8.066, 17.669], [5.982, 7.578, 18.321], [7.523, 6.903, 18.998], [6.350, 13.201, 15.058], [7.514, 12.439, 14.501], [7.201, 11.875, 13.162], [8.303, 11.211, 12.566], [7.962, 10.734, 11.311], [8.717, 13.345, 14.450], [9.556, 12.900, 14.047], [8.440, 14.182, 13.819], [9.005, 13.590, 15.447], [5.666, 12.645, 15.722], [5.730, 13.553, 14.212], [6.730, 14.055, 15.680], [7.817, 11.564, 15.086], [6.863, 12.641, 12.495], [6.355, 11.209, 13.206], [7.972, 11.546, 10.554], [6.962, 10.321, 11.315], [8.616, 9.922, 11.009], [6.752, 15.080, 10.284], [7.092, 15.570, 9.067], [5.443, 15.454, 10.473], [6.984, 13.784, 10.289], [7.625, 15.829, 11.649], [9.049, 15.790, 11.335], [7.059, 17.137, 11.818], [7.289, 14.935, 12.733], [9.339, 13.964, 17.552], [11.152, 11.266, 16.958], [11.754, 11.701, 17.920], [10.214, 10.509, 17.065], [11.553, 11.659, 15.841], [11.722, 13.346, 12.068], [11.721, 12.528, 11.106], [11.345, 12.935, 13.164], [12.145, 14.467, 11.925]],
  "atomic_forces_ev_per_a": [[0.68, -0.57, 0.10], [0.28, 0.30, -1.05], [-0.87, -0.73, -0.16], [0.76, 1.15, 0.67], [-1.29, 0.19, -0.45], [2.13, 2.15, -0.50], [-0.63, 0.52, 0.15], [-0.12, -0.05, 0.00], [-1.52, -1.57, 0.29], [0.15, 0.26, 0.07], [0.38, -0.48, -0.10], [-1.32, -0.42, -0.36], [0.44, -0.63, 0.82], [0.81, -0.34, -0.08], [-0.36, 0.82, 0.17], [0.30, -0.28, 0.39], [0.48, -0.21, -0.07], [0.03, 0.12, -0.05], [1.29, -0.42, 0.54], [-0.81, 0.65, -0.54], [-0.92, -0.20, 1.13], [0.58, -0.09, -0.48], [-0.01, 0.14, -0.23], [0.60, -0.75, -0.76], [-0.03, 0.30, 0.68], [0.25, 0.32, -0.34], [-0.57, 0.42, 0.10], [0.15, 0.83, -0.17], [-0.19, -0.21, 0.19], [-0.57, -0.42, -0.09], [0.30, -0.12, -0.16], [0.06, -0.06, -0.45], [0.63, 0.01, -0.20], [0.13, -0.10, 0.14], [-0.36, 0.15, -0.06], [-0.48, -0.23, 0.58], [0.05, 0.61, 0.09], [1.08, 0.57, 0.40], [-0.22, -1.53, -1.67], [-0.38, -0.24, 0.39], [0.22, -0.92, 0.03], [0.13, -0.35, -0.44], [-0.53, -0.61, 0.53], [0.05, 0.50, 0.42], [0.29, -0.06, -0.54], [-0.78, -0.31, -0.33], [0.39, -0.11, -0.35], [-0.05, 0.74, 0.53], [-0.29, 0.13, 0.72], [0.22, 0.09, 0.43], [0.35, 0.36, 0.06], [-0.39, 0.57, -0.24], [-0.01, 0.47, 0.00], [0.08, 0.01, 0.08], [-0.26, 0.17, -0.37], [-1.28, 0.40, -0.52], [0.63, 0.16, -0.52], [0.11, 0.56, 0.90], [1.63, 0.04, 0.13], [1.35, -0.68, -0.75], [-0.04, -0.16, 0.78], [-0.34, -0.12, -0.37], [-0.23, 0.32, 0.51], [-0.22, -0.16, -0.16], [-0.02, -0.02, -0.05], [0.38, 0.00, 0.45], [0.37, -0.09, 0.18], [-0.23, -0.40, 0.94], [-0.70, 0.00, -0.20], [-0.43, -0.40, -0.36], [-0.19, -0.09, -0.11], [-0.39, -0.01, -0.21], [-0.94, 0.95, 0.71], [1.09, -1.03, 0.48], [0.06, 0.16, -1.18], [0.40, 0.12, 1.26], [-0.25, 0.18, -1.35], [0.09, 0.61, -0.04], [-0.20, 0.08, -0.28], [0.29, -0.85, 0.79], [-0.56, -0.02, -1.01], [0.56, -0.18, -0.32], [0.37, 0.30, 0.59], [-0.54, -0.59, -0.72], [0.05, 0.35, 0.49], [-0.03, 0.83, -0.42], [-0.41, -0.64, 0.53], [0.11, -0.43, 0.32], [-0.47, -0.19, 0.02], [0.37, 0.09, 0.07], [-1.15, 2.11, -0.64], [0.03, -0.41, 0.55], [0.95, -1.59, -0.46], [-0.76, -0.78, -0.39], [1.85, 2.25, 1.08], [-0.57, -0.31, -0.29], [0.05, -0.05, -0.50], [-0.28, -1.17, 0.96], [-0.34, 0.25, -0.34], [2.20, 1.87, -0.79], [0.16, 0.13, 2.15], [-2.13, -1.65, 0.08], [-0.47, -0.32, -1.30], [0.44, -0.85, -0.48], [-0.21, -0.05, -0.70], [-0.71, -0.45, 1.46], [0.27, 1.35, -0.42]]
}

***

Record 2
{
  "formula": "C21H60ClN7O8P4Si2",
  "method": "the ωB97M-V functional and the def2-TZVPD basis",
  "multiplicity": 1,
  "energy_ha": -4225.6760,
  "e_lumo_ev": -1.31,
  "total_charge": 0,
  "fmax_ev_per_a": 8.61,
  "homo_lumo_gap_ev": 6.52,
  "species": ["C", "C", "C", "C", "O", "Si", "C", "C", "C", "O", "O", "Si", "Cl", "C", "C", "N", "P", "P", "O", "O", "O", "H", "H", "H", "H", "H", "H", "H", "H", "H", "H", "H", "H", "H", "H", "H", "H", "H", "H", "H", "H", "H", "H", "H", "H", "O", "P", "N", "C", "C", "N", "C", "C", "N", "C", "C", "H", "H", "H", "H", "H", "H", "H", "H", "H", "H", "H", "H", "H", "H", "H", "H", "H", "H", "O", "P", "N", "C", "C", "N", "C", "C", "N", "C", "C", "H", "H", "H", "H", "H", "H", "H", "H", "H", "H", "H", "H", "H", "H", "H", "H", "H", "H"],
  "xyz": [[-0.316, 0.834, -1.239], [-1.985, 0.894, -1.240], [-2.369, 2.485, -0.996], [-3.766, 2.705, -0.141], [-3.524, 3.868, 0.766], [-3.941, 5.335, -0.176], [-5.802, 5.819, 0.211], [-6.753, 5.864, -1.125], [-8.107, 6.746, -0.698], [-8.758, 6.221, 0.513], [-2.982, 6.740, 0.262], [-1.724, 7.088, -0.914], [-0.504, 5.375, -1.309], [-2.426, 7.703, -2.643], [-2.812, 6.475, -3.657], [-1.947, 5.802, -4.488], [-0.597, 8.831, -0.109], [1.468, 8.315, 0.359], [2.107, 7.192, -0.551], [2.421, 9.783, 0.052], [1.636, 8.000, 2.094], [0.134, 1.078, -0.175], [0.070, 1.685, -1.974], [0.077, -0.180, -1.672], [-2.330, 0.471, -2.275], [-2.437, 0.208, -0.375], [-2.410, 3.027, -2.039], [-1.500, 2.911, -0.297], [-4.646, 2.885, -0.899], [-4.018, 1.714, 0.439], [-3.861, 4.941, -1.576], [-5.816, 6.918, 0.672], [-6.234, 5.076, 1.040], [-6.282, 6.405, -2.052], [-7.147, 4.791, -1.379], [-8.898, 6.743, -1.574], [-7.835, 7.870, -0.494], [-8.971, 6.993, 1.145], [-1.502, 8.271, -3.142], [-3.281, 8.484, -2.458], [-3.953, 6.136, -3.676], [-2.549, 5.084, -4.984], [-0.540, 9.846, -1.163], [2.733, 9.720, -0.919], [2.609, 8.174, 2.343], [0.471, -2.334, 0.910], [0.527, -2.872, 2.360], [-1.094, -2.433, 2.649], [-1.681, -1.809, 3.820], [-2.052, -3.402, 2.109], [1.636, -1.628, 2.820], [1.182, -0.277, 3.135], [2.774, -1.491, 1.891], [0.592, -3.491, 4.028], [1.087, -2.790, 5.210], [1.227, -4.818, 3.988], [-1.780, -2.502, 4.660], [-2.687, -1.431, 3.593], [-1.133, -0.929, 4.154], [-2.114, -4.289, 2.749], [-1.757, -3.730, 1.107], [-3.054, -2.969, 2.008], [0.487, 0.116, 2.390], [2.027, 0.423, 3.220], [0.721, -0.234, 4.121], [2.511, -0.908, 1.004], [3.127, -2.473, 1.555], [3.622, -0.997, 2.382], [2.154, -2.546, 5.145], [0.958, -3.413, 6.102], [0.516, -1.885, 5.422], [2.298, -4.735, 3.774], [0.772, -5.432, 3.205], [1.096, -5.359, 4.932], [3.125, -6.555, 0.273], [3.758, -5.691, -0.846], [2.390, -5.878, -1.845], [2.324, -6.138, -3.271], [1.293, -4.975, -1.486], [4.962, -6.895, -1.148], [4.676, -8.076, -1.957], [5.631, -7.368, 0.078], [4.485, -4.699, -2.132], [5.415, -5.141, -3.168], [5.047, -3.493, -1.503], [2.569, -5.257, -3.871], [1.313, -6.455, -3.560], [2.962, -6.963, -3.585], [1.491, -3.959, -1.844], [1.160, -4.931, -0.400], [0.336, -5.314, -1.899], [3.741, -8.563, -1.671], [5.486, -8.818, -1.887], [4.650, -7.832, -3.018], [5.036, -8.117, 0.608], [5.817, -6.537, 0.769], [6.607, -7.813, -0.156], [6.366, -5.501, -2.761], [5.653, -4.311, -3.843], [4.980, -5.904, -3.815], [5.942, -3.735, -0.919], [4.314, -3.042, -0.826], [5.304, -2.729, -2.246]],
  "atomic_forces_ev_per_a": [[-0.33, 0.48, -0.56], [1.03, 0.22, 0.31], [-0.02, -1.05, 0.59], [1.05, -0.62, -1.09], [-1.25, 0.99, -2.71], [-0.84, -0.50, 3.20], [-0.32, 0.57, 0.34], [-1.59, 0.46, 1.43], [-0.02, 0.67, -0.70], [0.34, 1.93, 0.17], [1.18, -1.61, -2.90], [-0.89, -1.37, -0.31], [-1.09, 1.49, 0.52], [0.82, -0.20, -1.41], [0.88, -1.61, -1.97], [-4.07, 2.38, 3.13], [-0.48, 1.33, 1.00], [5.32, -2.26, -1.82], [-2.35, 3.58, 3.28], [-1.58, -2.37, -0.74], [1.16, 1.63, -3.24], [-1.00, -0.72, -2.16], [-0.83, -1.74, 1.53], [-0.72, 1.84, 1.13], [0.40, 0.92, 1.98], [1.06, 1.49, -1.88], [0.23, -0.87, 2.21], [-2.01, -0.73, -1.72], [1.42, -0.21, 1.51], [0.53, 2.24, -0.70], [0.41, 0.24, -0.38], [0.09, -2.34, -0.84], [0.80, 1.70, -1.97], [-0.76, -1.19, 1.78], [0.97, 2.01, 0.22], [1.60, -0.11, 1.63], [-0.17, -2.12, -0.56], [0.65, -1.87, -1.75], [-1.97, -1.22, 1.05], [1.42, -1.69, -0.59], [2.37, 0.94, 0.29], [0.89, 0.99, 0.69], [0.47, -1.17, 0.58], [-0.73, -0.22, 2.20], [-2.02, -0.38, -0.74], [0.97, -4.38, -0.88], [-2.04, 8.14, 1.42], [-2.19, 0.29, -0.55], [0.29, -0.12, 0.42], [0.30, 0.03, -0.51], [1.80, 1.09, 0.47], [-0.20, 0.03, 0.32], [0.04, -0.35, 0.01], [1.03, -3.84, -0.03], [0.55, 0.69, -0.23], [-0.22, -0.41, 0.25], [-0.03, -0.09, 0.23], [0.18, -0.26, -0.28], [0.16, -0.17, -0.05], [-0.21, -0.13, 0.12], [0.10, 0.07, 0.10], [0.19, 0.06, 0.16], [-0.11, 0.12, -0.07], [-0.01, -0.40, -0.27], [-0.21, -0.04, -0.04], [0.00, -0.07, -0.09], [-0.07, 0.09, 0.01], [-0.26, -0.07, 0.14], [-0.10, 0.10, 0.00], [-0.20, -0.39, -0.38], [0.14, 0.01, -0.30], [0.08, -0.21, 0.10], [0.03, 0.00, -0.12], [0.03, 0.16, -0.07], [0.52, 3.93, 2.37], [-1.44, -7.33, -4.28], [-2.12, -0.25, -0.45], [0.45, 0.20, -0.22], [0.03, -0.12, 0.57], [1.84, -1.13, -0.02], [-0.06, 0.08, -0.37], [0.06, 0.36, 0.12], [0.98, 3.62, 1.46], [0.42, -0.76, 0.23], [-0.12, 0.46, -0.23], [0.06, 0.15, -0.19], [0.06, 0.17, 0.39], [0.13, 0.13, 0.14], [-0.17, 0.15, -0.08], [0.13, 0.02, -0.11], [0.23, -0.05, -0.08], [-0.12, -0.12, -0.01], [-0.11, 0.33, 0.34], [-0.21, 0.05, -0.04], [-0.02, 0.06, 0.09], [-0.07, -0.12, -0.07], [-0.18, 0.13, -0.21], [-0.09, -0.09, -0.07], [-0.34, 0.30, 0.35], [0.00, -0.09, 0.32], [0.16, 0.19, -0.01], [-0.08, -0.02, 0.09], [0.00, -0.17, 0.05]]
}